w) # C31H37N4

A cluster of 2 separate species, C31H37N4 in total (ωB97M-V/def2-TZVPD, OMol25).

The geometry in XYZ format:
```
72
Properties=species:S:1:pos:R:3
C -6.55134 -1.19411 5.45510
C -6.54389 -1.44593 3.94284
C -5.15332 -1.02317 3.43087
N -4.54731 -0.28025 4.52112
C -3.30187 0.29234 4.44588
C -3.00373 1.49342 5.14276
C -1.79430 2.13258 4.96875
C -0.71058 1.48265 4.31138
C 0.57306 2.10228 4.24771
C 1.79114 1.40606 4.42809
C 1.86821 0.19275 5.19628
C 3.07758 -0.44059 5.42220
C 4.23364 -0.01206 4.70997
N 5.38900 -0.75566 4.67489
C 6.02135 -1.29240 5.86595
C 7.37047 -1.86493 5.38876
C 7.46630 -1.60032 3.87888
C 6.27812 -0.69546 3.53122
C 4.18108 1.21035 3.98661
C 3.01133 1.93273 3.90669
C -0.99284 0.23940 3.66694
C -2.27427 -0.27653 3.64441
C -5.30973 -0.33656 5.75783
H -7.45754 -0.66558 5.76270
H -6.48307 -2.13590 6.01196
H -6.74662 -2.49374 3.70362
H -7.30754 -0.81490 3.47146
H -4.55576 -1.91031 3.17725
H -5.23469 -0.41762 2.51276
H -3.77713 1.95832 5.75586
H -1.61663 3.13343 5.36982
H 0.61229 3.18343 4.09097
H 0.95562 -0.19948 5.64162
H 3.14814 -1.30613 6.07952
H 6.19459 -0.48636 6.60170
H 5.39914 -2.04414 6.37761
H 8.18239 -1.34807 5.91594
H 7.42818 -2.93488 5.59820
H 8.38788 -1.07305 3.61625
H 7.41087 -2.53420 3.31177
H 5.76298 -0.97906 2.59606
H 6.65098 0.33097 3.38810
H 5.09957 1.60649 3.54177
H 3.00106 2.90032 3.40055
H -0.18294 -0.25923 3.12773
H -2.48778 -1.16062 3.04948
H -5.58558 0.66626 6.11397
H -4.71520 -0.78949 6.56940
C -3.39877 6.19043 3.09453
C -2.85294 6.87519 1.99954
C -2.23296 6.16164 0.95701
C -2.16917 4.75948 1.03720
C -1.58750 3.88832 -0.04056
N -1.41147 2.62850 0.21050
C -1.09987 1.74035 -0.90935
C -0.30634 2.39371 -2.02408
C -0.86913 3.75194 -2.42186
N -1.33417 4.46757 -1.24859
C -2.77385 4.08260 2.10431
C -3.34411 4.79667 3.16042
H -3.87585 6.75344 3.89593
H -2.90229 7.95934 1.95152
H -1.80485 6.71012 0.11515
H -0.52889 0.90358 -0.48433
H -2.02918 1.33177 -1.34724
H 0.73612 2.48517 -1.70770
H -0.30833 1.74867 -2.90524
H -0.09724 4.34943 -2.91621
H -1.70206 3.61223 -3.13196
H -1.62221 5.43378 -1.37129
H -2.78163 2.99606 2.09352
H -3.74105 4.25892 4.01875
```

Values from the calculation:
Total charge: +1
Lowest unoccupied orbital energy, eV: -4.39
Spin multiplicity: 1

Here are the Mulliken charges for atoms 1 to 6, given in e: number 1, C, carries -0.57; number 2, C, carries -0.58; number 3, C, carries -0.58; number 4, N, carries 0.21; number 5, C, carries 1.20; number 6, C, carries -0.68



x) # C31H37N4

The ion C31H37N4 with charge +1 (ωB97M-V/def2-TZVPD, OMol25).

The geometry in XYZ format:
```
72
Properties=species:S:1:pos:R:3
C -1.55396 6.37782 0.04978
N -2.36534 5.28768 -0.45640
C -3.15784 5.70927 -1.59184
C -4.24799 4.69242 -1.93995
C -3.66644 3.28577 -2.04958
C -2.71961 2.93939 -0.95911
C -2.33517 1.60522 -0.79262
C -1.21445 1.22112 -0.05800
C -0.71259 -0.27679 -0.27979
C 0.23386 -0.69571 0.87518
C 1.19939 0.14616 1.44636
C 1.90708 -0.20383 2.59748
C 1.62158 -1.42113 3.25355
C 0.72942 -2.32350 2.61887
C 0.08795 -1.96050 1.43659
C 0.45840 -3.66753 3.20046
C 0.84368 -3.78116 4.67626
C 2.17686 -3.09845 4.96887
N 2.21861 -1.75741 4.43771
C 3.14598 -0.86091 5.10067
N -0.21446 -0.87884 -1.75200
C -1.26393 -0.77397 -2.75745
C -2.15176 -2.00611 -2.74099
C -1.36654 -3.19425 -3.24750
N -0.00836 -3.07027 -2.72275
C 0.54291 -2.00339 -2.09177
C 2.02132 -1.99091 -2.15871
C 2.74931 -3.17769 -2.40255
C 4.10473 -3.12132 -2.75919
C 4.73931 -1.88120 -2.90104
C 4.04176 -0.69479 -2.58104
C 2.69162 -0.75056 -2.22569
C -0.84503 2.20010 0.91809
C -1.24655 3.53737 0.83414
C -2.12809 3.96534 -0.17687
H -0.97797 6.09861 0.93472
H -0.87143 6.77697 -0.72433
H -2.21909 7.21263 0.32085
H -3.60811 6.68434 -1.34036
H -2.51318 5.88769 -2.48511
H -5.00488 4.71423 -1.14156
H -4.73505 4.99619 -2.87828
H -4.49488 2.56591 -2.09276
H -3.11625 3.21611 -3.00194
H -2.97725 0.83708 -1.24149
H -1.68161 -0.89826 -0.20044
H 1.38935 1.13173 1.02394
H 2.64489 0.47432 3.02427
H -0.58784 -2.68775 0.98642
H -0.61188 -3.90788 3.10661
H 1.00293 -4.42492 2.61060
H 0.87570 -4.83477 4.98346
H 0.05725 -3.29256 5.27314
H 3.00628 -3.73103 4.58830
H 2.31434 -3.02752 6.05524
H 2.68334 0.12371 5.26697
H 3.38921 -1.27790 6.08836
H 4.09267 -0.71722 4.54871
H -1.84453 0.13879 -2.64559
H -0.70689 -0.74950 -3.71841
H -2.48950 -2.21499 -1.71040
H -3.06159 -1.87430 -3.33745
H -1.79319 -4.13745 -2.89521
H -1.37279 -3.26613 -4.35197
H 0.59139 -3.84926 -3.02296
H 2.28451 -4.16062 -2.34295
H 4.67175 -4.04507 -2.90834
H 5.77832 -1.83125 -3.24829
H 4.57886 0.25461 -2.60126
H 2.10761 0.15301 -2.04832
H -0.24623 2.01894 1.81043
H -0.86993 4.26609 1.54623
```

Values from the calculation:
Total charge: +1
Lowest unoccupied orbital energy, eV: -3.46
Spin multiplicity: 1

Here are the Mulliken charges for atoms 1 to 6, given in e: number 1, C, carries -0.99; number 2, N, carries -0.06; number 3, C, carries -0.71; number 4, C, carries -0.91; number 5, C, carries -0.69; number 6, C, carries 0.79



Structures ranked by computed energy, the most stable listed first: w), x).